No. 1
Below is C36H52Cl3N6O5RuS as an isolated structure, with properties calculated with ωB97M-V/def2-TZVPD.

Summary:
- HOMO (alpha / beta) (eV) = -13.2 / -13.2
- relative energy (zero: lowest compared OMol25 entry of this formula, charge and spin) (kcal/mol) = 8.8
- HOMO-LUMO gap (alpha / beta) (hartree) = 0.3265 / 0.2013
- calculated total energy (eV) = -108322.4665

ORCA input file:
```
! wB97M-V def2-TZVPD RIJCOSX def2/J DEFGRID3
* xyz 2 6
Ru 0.17 0.33 -0.05
Cl -4.10 4.86 1.92
Cl -5.43 6.50 -4.52
Cl 0.28 7.55 3.39
S -7.07 4.24 -3.48
O -4.11 7.20 -1.49
O 1.63 -2.37 2.74
O 0.68 -1.78 -0.68
O 2.43 -2.88 -1.53
O 1.42 -0.54 1.51
N -2.04 1.84 -1.17
N 1.61 1.80 0.63
N -2.90 3.79 -1.74
N -1.18 -0.57 1.43
N 1.26 0.47 -2.04
N -1.60 -1.10 -1.54
C -0.65 1.98 1.88
C -0.60 7.50 0.84
C -1.74 -3.04 -3.07
C -3.60 6.00 -0.94
C -0.56 -1.80 1.94
C 2.29 2.35 -0.56
C -0.69 0.24 3.82
C -2.78 5.91 1.47
C 1.72 1.89 -1.93
C -1.49 7.10 -0.14
C -0.18 1.32 -3.98
C -3.95 2.92 -1.62
C -0.12 -1.20 -3.52
C -3.01 5.19 -2.10
C 1.84 -1.86 -1.32
C 0.62 0.17 -3.40
C 0.84 2.53 1.71
C -1.56 -1.52 -3.00
C -2.53 -1.65 -0.50
C -0.82 7.09 2.15
C -2.69 -0.81 -3.75
C 1.65 2.43 2.99
C 0.96 -1.62 2.11
C -6.95 5.18 -1.11
C -2.60 6.30 0.15
C -7.44 4.13 -1.81
C -6.23 6.11 -1.91
C 2.36 -0.50 -1.81
C 0.68 4.00 1.31
C -5.52 7.32 -1.39
C -1.92 6.30 2.48
C -6.21 5.70 -3.22
C -1.20 0.60 2.43
C -2.51 -0.82 0.81
C -3.41 1.73 -1.26
C -1.79 3.11 -1.47
H 2.24 1.15 1.11
H -4.97 3.23 -1.78
H -3.66 -1.18 -3.42
H -2.61 -1.02 -4.81
H -3.68 5.27 -2.96
H 0.34 -0.10 3.84
H 0.86 2.50 -2.18
H -3.56 -1.63 -0.88
H 2.59 2.96 2.87
H -2.09 6.00 3.50
H -7.11 5.32 -0.05
H 0.16 4.13 0.36
H -1.00 1.64 -3.34
H -1.18 2.19 0.94
H -3.15 -1.36 1.52
H -0.70 -2.60 1.21
H -0.61 -1.44 -1.23
H 0.24 8.13 0.61
H -1.59 -3.37 -4.09
H 2.49 2.10 -2.69
H -0.76 1.13 4.44
H -1.32 -0.52 4.29
H -2.75 -3.33 -2.77
H 1.88 1.40 3.25
H -2.25 -2.69 -0.33
H -5.81 7.50 -0.35
H -1.00 -2.12 2.88
H 0.10 4.52 2.07
H -2.67 0.26 -3.61
H 1.49 0.03 -4.06
H -2.02 5.55 -2.40
H -0.19 -1.35 -4.60
H 0.54 -2.00 -3.18
H 2.25 3.44 -0.56
H -0.83 3.58 -1.50
H -1.01 -3.55 -2.44
H -1.70 -0.07 -1.55
H -2.97 0.15 0.65
H -2.27 0.82 2.55
H -1.36 7.47 -1.15
H 1.11 2.89 3.82
H -5.76 8.21 -1.97
H 0.44 2.18 -4.22
H -3.93 0.80 -1.11
H 2.96 -0.64 -2.71
H 1.65 4.49 1.25
H -0.61 0.98 -4.92
H 3.35 2.09 -0.48
H 3.02 -0.12 -1.03
H -8.05 3.32 -1.45
H -1.09 2.69 2.58
H -4.41 5.39 -0.51
*
```

Atomic partial charges in e from the Mulliken method, atoms 1 to 99:
1. Ru 1.577
2. Cl -0.199
3. Cl -0.159
4. Cl -0.162
5. S -0.211
6. O -0.443
7. O -0.620
8. O -0.440
9. O -0.584
10. O -0.435
11. N 0.901
12. N 0.264
13. N 0.462
14. N 0.472
15. N 0.720
16. N 2.423
17. C -1.294
18. C -1.067
19. C -1.858
20. C 0.780
21. C -0.945
22. C -1.905
23. C -1.815
24. C 1.267
25. C -0.387
26. C -0.416
27. C -1.897
28. C -0.401
29. C -2.159
30. C -0.892
31. C -0.013
32. C 0.180
33. C 2.265
34. C 1.755
35. C -1.393
36. C 0.336
37. C -1.663
38. C -1.871
39. C 0.196
40. C -0.303
41. C -0.594
42. C -0.730
43. C 0.395
44. C -0.427
45. C -2.559
46. C -0.990
47. C -0.909
48. C 0.615
49. C 0.074
50. C -0.798
51. C -1.236
52. C -0.698
53. H 0.751
54. H -0.241
55. H 0.413
56. H 0.423
57. H -0.046
58. H 0.360
59. H 0.216
60. H 0.551
61. H 0.463
62. H 0.535
63. H 0.458
64. H 0.242
65. H 0.355
66. H -0.400
67. H 0.221
68. H 0.434
69. H -0.202
70. H 0.499
71. H 0.481
72. H 0.518
73. H 0.457
74. H 0.472
75. H 0.395
76. H 0.475
77. H 0.548
78. H 0.309
79. H 0.580
80. H 0.533
81. H 0.284
82. H 0.506
83. H 0.333
84. H 0.745
85. H 0.617
86. H 0.400
87. H 0.522
88. H 0.368
89. H -1.085
90. H 0.519
91. H 0.524
92. H 0.525
93. H 0.336
94. H 0.413
95. H 0.488
96. H 0.437
97. H 0.370
98. H 0.629
99. H 0.442

No. 2
Below is C36H53GeNP3RuSi as an isolated structure, with properties calculated with ωB97M-V/def2-TZVPD.

Summary:
- HOMO (alpha / beta) (eV) = -6.0 / -7.2
- relative energy (zero: lowest compared OMol25 entry of this formula, charge and spin) (kcal/mol) = 4.4
- HOMO-LUMO gap (alpha / beta) (hartree) = 0.2440 / 0.2546
- calculated total energy (eV) = -134520.7920

ORCA input file:
```
! wB97M-V def2-TZVPD RIJCOSX def2/J DEFGRID3
* xyz 0 6
Ru 0.51 0.22 0.70
Ge 1.80 6.41 0.23
P -0.32 -2.55 -0.84
P 2.94 0.26 0.82
P 0.73 -0.11 3.14
Si -1.50 1.46 0.21
N 0.25 -1.71 0.35
C 0.69 1.52 3.97
C -3.24 -5.30 -1.23
C 3.46 0.15 2.59
C -3.86 0.08 -0.84
C 0.14 -0.75 -2.86
C 3.45 -1.35 0.22
C -0.86 -1.54 -2.31
C -2.91 0.16 0.15
C 1.80 -4.41 -0.77
C -0.03 6.30 -0.32
C 4.22 1.35 0.11
C 1.02 -3.87 -2.97
C -3.55 -5.58 0.10
C -2.09 -1.61 -2.90
C 0.96 -3.70 -1.60
C -2.27 -4.37 -1.56
C -5.12 -1.65 0.22
C -4.16 -1.65 1.21
C 2.25 4.53 0.53
C -4.98 -0.74 -0.81
C -3.07 -0.79 1.13
C 1.92 -4.75 -3.53
C 2.69 -5.31 -1.32
C -0.07 -0.08 -4.06
C -2.33 -0.85 -4.05
C -1.57 2.49 -1.32
C -2.04 2.50 1.69
C -2.05 -3.89 0.78
C -0.22 -1.21 4.29
C -3.00 -4.80 1.12
C 2.73 -5.52 -2.68
C 2.98 7.42 -0.87
C -1.32 -0.12 -4.64
C 1.75 7.30 2.01
C -1.69 -3.70 -0.53
C 2.47 -0.71 3.37
H 3.27 4.18 0.59
H 4.00 7.11 -0.56
H -0.25 -2.22 3.86
H -1.93 -4.21 -2.56
H 3.46 1.20 2.98
H -2.47 3.10 -1.44
H 5.19 0.90 0.12
H 2.78 8.48 -0.63
H 2.39 -1.68 2.94
H -0.58 5.70 0.48
H 3.88 1.63 -0.88
H 4.46 -0.23 2.71
H 1.06 1.60 4.99
H -1.43 3.31 2.00
H -4.14 -2.44 1.97
H 3.12 -1.50 -0.77
H -5.67 -0.71 -1.63
H -0.19 5.74 -1.24
H 0.22 -1.26 5.30
H -4.21 -6.37 0.33
H 2.87 -2.08 0.78
H -3.77 -5.84 -2.03
H -5.91 -2.37 0.22
H 2.79 -0.73 4.40
H -0.71 3.12 -1.24
H -2.95 -2.08 -2.46
H -3.05 2.94 1.50
H 3.41 -6.27 -3.11
H 2.80 7.39 2.44
H 2.89 7.21 -1.95
H -1.25 -0.86 4.32
H 0.44 -3.22 -3.62
H -1.54 -3.29 1.55
H -0.50 7.32 -0.42
H 4.52 -1.47 0.29
H -1.32 1.99 -2.29
H 1.08 2.24 3.29
H -3.83 0.71 -1.73
H 3.36 -5.88 -0.63
H -3.34 -0.82 -4.47
H 1.32 8.32 2.01
H 1.10 -0.66 -2.38
H 1.82 -4.11 0.27
H -2.13 1.78 2.52
H -1.45 0.41 -5.59
H -2.28 -0.85 1.90
H 2.07 -4.88 -4.62
H 0.74 0.49 -4.52
H 1.47 3.72 0.56
H -0.35 1.83 3.99
H 4.28 2.31 0.68
H 1.21 6.72 2.70
H -3.29 -4.92 2.13
*
```

Population analysis type Mulliken, resulting atomic charges in e:
1. Ru 0.203
2. Ge 0.577
3. P -0.185
4. P 1.391
5. P 1.054
6. Si 0.815
7. N -0.052
8. C -1.452
9. C -0.803
10. C -1.273
11. C -0.005
12. C -0.111
13. C -1.491
14. C 0.759
15. C 0.410
16. C -0.318
17. C -1.034
18. C -1.340
19. C -0.369
20. C -0.726
21. C -0.432
22. C 0.995
23. C -0.691
24. C -0.438
25. C -0.605
26. C -1.221
27. C -0.894
28. C 0.282
29. C -0.755
30. C -0.744
31. C -0.841
32. C -0.810
33. C -0.804
34. C -1.437
35. C -0.521
36. C -1.465
37. C -0.486
38. C -0.510
39. C -0.993
40. C -0.784
41. C -1.226
42. C 0.793
43. C -1.002
44. H 0.199
45. H 0.333
46. H 0.328
47. H 0.637
48. H 0.346
49. H 0.438
50. H 0.474
51. H 0.323
52. H 0.259
53. H 0.222
54. H 0.419
55. H 0.588
56. H 0.428
57. H 0.395
58. H 0.504
59. H 0.354
60. H 0.419
61. H 0.311
62. H 0.473
63. H 0.458
64. H 0.034
65. H 0.380
66. H 0.438
67. H 0.582
68. H 0.003
69. H 0.619
70. H 0.405
71. H 0.366
72. H 0.338
73. H 0.354
74. H 0.349
75. H 0.284
76. H 0.229
77. H 0.351
78. H 0.617
79. H 0.093
80. H 0.325
81. H 0.296
82. H 0.335
83. H 0.411
84. H 0.354
85. H 0.035
86. H 0.406
87. H 0.302
88. H 0.343
89. H -0.560
90. H 0.381
91. H 0.407
92. H 0.582
93. H 0.363
94. H 0.253
95. H 0.402
96. H 0.553

No. 3
Below is C36H53N13O7S2 as an isolated structure, with properties calculated with ωB97M-V/def2-TZVPD.

Summary:
- HOMO (eV) = -8.0
- HOMO-LUMO gap (hartree) = 0.2986
- calculated total energy (eV) = -93548.4419

ORCA input file:
```
! wB97M-V def2-TZVPD RIJCOSX def2/J DEFGRID3
* xyz 0 1
S 1.06 -3.36 3.30
S 1.07 -1.78 -0.63
O 2.45 -1.14 0.11
O 0.04 -3.04 4.42
O 0.54 -2.76 0.67
O 2.43 -3.42 4.02
O 4.39 1.60 2.76
O 1.23 -2.46 -1.97
O 0.26 -0.53 -0.93
N -3.79 -7.64 -6.73
N 0.96 3.40 2.26
N -2.41 -4.14 1.07
N 0.63 3.45 -2.78
N 5.79 6.37 6.03
N -2.93 3.58 4.24
N -2.79 -0.67 2.50
N -3.89 1.69 -7.42
N -5.64 -6.55 -1.97
N -6.48 -3.66 -5.02
N 1.78 1.98 -6.34
N 5.15 9.29 2.72
N -1.19 -4.10 5.24
C 3.41 5.74 5.12
C -0.12 -1.00 2.19
C 3.93 0.60 1.81
C -3.78 4.20 3.76
C 4.74 6.09 5.63
C -5.29 -6.37 -3.06
C 2.51 2.87 -6.31
C 1.03 -2.10 1.91
C 0.73 -5.11 2.73
C -4.85 4.99 3.15
C 6.17 3.30 2.95
C -5.22 -9.83 -6.68
C -5.76 -2.76 -4.96
C 0.06 1.22 -4.03
C -3.43 -4.17 0.53
C -2.30 -6.27 6.23
C 1.75 3.80 -0.20
C -2.52 0.73 2.75
C -4.73 -4.22 -0.14
C -1.62 -1.47 2.23
C -1.68 -5.06 5.68
C -1.57 2.81 -7.91
C -2.87 2.18 -7.63
C 3.43 4.01 -6.26
C 6.99 9.79 4.51
C 0.17 0.54 2.44
C 1.31 3.58 1.18
C 2.52 -1.63 1.50
C -4.83 -1.63 -4.89
C 5.96 9.51 3.51
C 3.40 -0.77 2.54
C 5.83 1.70 2.82
C 0.38 2.47 -3.33
C -4.42 -8.60 -6.71
C -4.84 -6.14 -4.43
C -1.12 1.47 2.74
H 1.24 0.96 2.43
H 2.88 -0.56 3.55
H -1.03 2.60 2.92
H 4.33 3.82 -6.84
H -5.28 -5.13 0.10
H -0.90 0.81 -3.71
H -5.46 -6.67 -5.16
H -4.87 -5.07 -4.69
H 7.08 3.62 2.31
H 3.39 5.74 4.03
H -5.72 5.07 3.81
H 3.10 -2.64 1.41
H 8.00 9.74 4.09
H -2.64 -6.12 7.26
H 2.97 4.92 -6.67
H -3.81 -6.47 -4.58
H 4.37 -1.38 2.74
H 1.71 4.86 -0.47
H 6.44 3.59 4.05
H -4.54 -1.41 -3.86
H -0.31 -5.50 3.09
H -3.44 1.40 3.00
H 6.39 1.31 1.89
H -5.47 -10.17 -7.69
H 0.02 1.35 -5.11
H 1.51 -5.80 3.23
H 2.77 3.47 -0.36
H -5.36 -3.37 0.14
H 0.78 -5.21 1.58
H -4.69 -10.65 -6.18
H -1.47 3.77 -7.40
H -1.61 -7.11 6.24
H 0.81 0.45 -3.83
H 5.24 3.93 2.65
H -3.92 -1.81 -5.45
H -1.43 2.99 -8.98
H -6.16 -9.69 -6.14
H 1.12 3.26 -0.91
H -1.80 -2.60 2.02
H 3.10 4.75 5.46
H 3.05 1.10 1.22
H 6.87 10.79 4.94
H -0.74 2.17 -7.58
H -3.18 -6.58 5.65
H 4.70 0.29 1.02
H -5.20 4.54 2.21
H -5.28 -0.71 -5.29
H 6.25 1.18 3.75
H 3.74 4.24 -5.24
H -4.53 6.00 2.91
H -4.62 -4.19 -1.23
H 2.65 6.45 5.46
H 6.95 9.08 5.34
*
```

Atomic partial charges in e from the Mulliken method, atoms 1 to 99:
1. S 1.596
2. S 1.165
3. O -0.437
4. O -0.467
5. O -0.245
6. O -0.749
7. O -0.201
8. O -0.612
9. O -0.488
10. N -0.426
11. N -0.513
12. N -0.520
13. N -0.565
14. N -0.464
15. N -0.419
16. N -0.548
17. N -0.381
18. N -0.498
19. N -0.451
20. N -0.429
21. N -0.383
22. N -0.389
23. C -0.783
24. C 0.110
25. C -0.388
26. C 0.456
27. C 0.408
28. C 0.560
29. C 0.415
30. C 0.480
31. C -0.919
32. C -0.854
33. C -0.762
34. C -0.810
35. C 0.507
36. C -0.597
37. C 0.448
38. C -1.032
39. C -0.762
40. C -0.180
41. C -0.802
42. C -0.057
43. C 0.549
44. C -0.652
45. C 0.348
46. C -0.844
47. C -0.700
48. C -0.236
49. C 0.510
50. C -0.153
51. C -0.865
52. C 0.335
53. C -0.604
54. C -0.317
55. C 0.526
56. C 0.452
57. C -0.521
58. C -0.585
59. H 0.289
60. H 0.316
61. H 0.473
62. H 0.299
63. H 0.331
64. H 0.324
65. H 0.113
66. H -0.130
67. H 0.282
68. H 0.214
69. H 0.279
70. H 0.459
71. H 0.250
72. H 0.313
73. H 0.271
74. H 0.371
75. H 0.358
76. H 0.409
77. H 0.234
78. H 0.272
79. H 0.232
80. H 0.142
81. H 0.300
82. H 0.287
83. H 0.107
84. H 0.353
85. H 0.310
86. H 0.311
87. H 0.294
88. H 0.270
89. H 0.255
90. H 0.270
91. H 0.213
92. H 0.132
93. H 0.272
94. H 0.308
95. H 0.278
96. H 0.116
97. H 0.172
98. H 0.297
99. H 0.037

No. 4
Below is C36H53N4O4PPtSeSi as an isolated structure, with properties calculated with ωB97M-V/def2-TZVPD.

Summary:
- HOMO (alpha / beta) (eV) = -5.5 / -7.9
- HOMO-LUMO gap (alpha / beta) (hartree) = 0.2223 / 0.2510
- calculated total energy (eV) = -138104.7992

ORCA input file:
```
! wB97M-V def2-TZVPD RIJCOSX def2/J DEFGRID3
* xyz 0 3
Pt 0.58 0.93 -1.13
Se 0.64 2.81 -2.48
P -1.53 -1.09 1.21
Si 2.88 0.74 -0.94
O 1.44 -3.58 -3.62
O 1.19 -2.26 -1.85
O -2.14 1.77 -1.44
O -1.11 -0.54 -0.10
N -1.95 -2.67 1.01
N -2.84 -0.34 1.90
N 2.20 -3.99 -0.12
N -0.36 -1.06 2.38
C 1.01 -0.38 4.14
C 0.55 4.89 -0.53
C 3.70 0.78 -2.64
C -1.14 -4.83 1.34
C -1.81 -2.00 -3.54
C -2.92 1.14 1.91
C -1.88 -3.70 2.05
C -4.42 1.45 1.91
C 4.94 2.56 -0.12
C -4.18 -0.74 -2.85
C 3.62 2.16 0.07
C 3.47 3.80 1.86
C -2.98 -0.05 -2.74
C 2.61 4.81 -1.78
C 4.79 4.18 1.65
C 1.55 -3.41 -2.43
C -4.20 -2.06 -3.28
C 3.08 5.90 -1.06
C -2.99 1.35 -2.20
C -1.98 -3.29 -0.33
C 2.08 -4.48 -1.49
C 2.29 6.49 -0.09
C -4.15 2.24 -2.58
C -5.08 0.15 2.35
C -0.21 0.05 3.34
C 1.34 4.31 -1.51
C 3.67 -0.82 -0.17
C -1.79 -0.69 -3.08
C 5.52 3.55 0.65
C -3.01 -2.68 -3.63
C -1.75 -4.78 -0.06
C 1.00 -1.44 1.94
C -4.19 -0.91 1.71
C 1.03 5.99 0.18
C 2.90 2.80 1.08
C 1.93 -1.01 3.08
H -0.88 -2.48 -3.81
H -5.14 -2.59 -3.35
H 2.88 4.29 2.62
H 1.31 -2.36 -0.88
H -1.37 -3.31 2.93
H -1.11 0.16 3.93
H 1.47 0.45 4.67
H -2.94 -3.12 -0.82
H 4.78 0.56 -2.58
H -0.43 4.48 -0.31
H 3.09 -3.52 0.02
H -0.08 -4.60 1.31
H -2.89 -4.02 2.34
H -4.27 -1.88 2.18
H -1.12 -5.24 -0.82
H -3.79 3.26 -2.62
H -4.75 1.73 0.91
H -4.66 2.29 2.57
H -2.42 1.55 1.03
H 2.15 -4.75 0.54
H -6.12 0.06 2.04
H 2.50 -1.84 3.49
H -4.61 1.96 -3.53
H -0.83 -0.19 -3.01
H -1.27 -5.80 1.83
H -1.22 -2.84 -0.96
H 6.55 3.85 0.48
H 4.64 -0.55 0.27
H 1.25 -0.90 1.02
H 4.08 6.27 -1.26
H 2.67 7.34 0.47
H 3.58 1.75 -3.13
H -4.91 2.18 -1.80
H -2.70 -5.32 -0.07
H 1.34 -5.29 -1.52
H 2.99 -4.87 -1.94
H 1.04 -2.51 1.73
H 1.86 2.53 1.24
H 3.23 4.34 -2.53
H 3.25 0.03 -3.29
H 3.87 -1.56 -0.96
H -5.04 0.05 3.44
H 3.08 -1.30 0.61
H 0.41 6.44 0.94
H -3.03 -3.71 -3.98
H -4.43 -1.01 0.65
H 0.71 -1.14 4.87
H -5.11 -0.24 -2.60
H 2.65 -0.27 2.71
H -2.42 1.54 2.79
H 5.23 4.96 2.25
H -0.01 1.00 2.82
H 5.54 2.09 -0.89
*
```

Atomic partial charges in e from the Mulliken method, atoms 1 to 99:
1. Pt 1.806
2. Se -0.169
3. P -1.581
4. Si 0.179
5. O -0.664
6. O -0.105
7. O -0.404
8. O 1.033
9. N 0.135
10. N 0.102
11. N -0.478
12. N 0.273
13. C -0.940
14. C -0.396
15. C -1.357
16. C -0.261
17. C -0.675
18. C -0.245
19. C -0.934
20. C -0.506
21. C -0.367
22. C -0.456
23. C 0.633
24. C -0.686
25. C 0.938
26. C -0.288
27. C -0.627
28. C 0.575
29. C -0.711
30. C -0.514
31. C 0.180
32. C 0.880
33. C -0.534
34. C -0.522
35. C -1.687
36. C -0.831
37. C -0.443
38. C 0.254
39. C -0.771
40. C -0.251
41. C -0.711
42. C -0.658
43. C -0.832
44. C 0.935
45. C -0.245
46. C -0.591
47. C -0.130
48. C -0.523
49. H 0.588
50. H 0.391
51. H 0.432
52. H -0.108
53. H 0.474
54. H 0.355
55. H 0.422
56. H -0.172
57. H 0.421
58. H 0.525
59. H 0.132
60. H -0.247
61. H 0.399
62. H 0.181
63. H 0.362
64. H 0.330
65. H 0.006
66. H 0.399
67. H 0.013
68. H 0.301
69. H 0.418
70. H 0.366
71. H 0.458
72. H 0.432
73. H 0.480
74. H -0.654
75. H 0.406
76. H 0.605
77. H -1.417
78. H 0.386
79. H 0.402
80. H 0.252
81. H 0.318
82. H 0.388
83. H 0.302
84. H 0.372
85. H -0.053
86. H 0.204
87. H 0.274
88. H 0.315
89. H 0.345
90. H 0.312
91. H -0.183
92. H 0.383
93. H 0.441
94. H 0.142
95. H 0.293
96. H 0.440
97. H 0.222
98. H 0.335
99. H 0.388